{
  "formula": "C4H7NO",
  "method": "ωB97M-V with the def2-TZVPD basis set",
  "elements": ["C", "C", "O", "C", "C", "N", "H", "H", "H", "H", "H", "H", "H"],
  "coordinates": [[-0.609, -1.715, 0.673], [0.451, -0.657, 0.536], [1.333, -0.524, 1.366], [0.442, 0.150, -0.717], [-0.181, 1.651, -0.668], [1.214, 1.362, -0.779], [-0.292, -2.614, 0.136], [-1.557, -1.394, 0.235], [-0.734, -1.962, 1.729], [-0.424, 0.155, -1.401], [-0.643, 1.888, 0.270], [-0.600, 2.183, -1.540], [1.600, 1.477, 0.160]],
  "energy_ev": -7796.1466,
  "homo_energy_ev": -8.9197,
  "lumo_ha": 0.0308,
  "relative_energy_kj_mol": 337.5
}



{
  "formula": "C2H2N4O2",
  "method": "ωB97M-V with the def2-TZVPD basis set",
  "elements": ["C", "C", "H", "H", "N", "N", "N", "N", "O", "O"],
  "coordinates": [[0.479, -0.896, -0.223], [-0.649, 1.394, -0.292], [-0.691, -1.012, -1.905], [-0.492, 2.500, 0.381], [0.216, -1.323, -1.480], [1.263, -1.422, 0.719], [1.156, -0.769, 1.811], [-0.467, 0.014, 0.573], [0.383, 0.347, 1.741], [-1.198, 1.167, -1.326]],
  "energy_ev": -12155.4372,
  "homo_energy_ev": -10.0849,
  "lumo_ha": -0.0440,
  "relative_energy_kj_mol": 705.3
}



{
  "formula": "C29H60N4O5S",
  "method": "ωB97M-V with the def2-TZVPD basis set",
  "elements": ["C", "C", "C", "C", "C", "C", "C", "C", "C", "C", "C", "C", "C", "C", "O", "O", "C", "C", "C", "C", "C", "S", "C", "N", "N", "C", "O", "H", "H", "H", "H", "H", "H", "H", "H", "H", "H", "H", "H", "H", "H", "H", "H", "H", "H", "H", "H", "H", "H", "H", "H", "H", "H", "H", "H", "H", "H", "H", "H", "H", "H", "H", "H", "H", "H", "C", "C", "C", "O", "C", "N", "H", "H", "H", "H", "H", "H", "H", "H", "H", "H", "H", "C", "C", "C", "O", "C", "N", "H", "H", "H", "H", "H", "H", "H", "H", "H", "H", "H"],
  "coordinates": [[1.345, 0.267, 11.573], [1.247, -0.162, 10.089], [2.067, 0.728, 9.144], [1.312, 1.988, 8.715], [0.375, 1.765, 7.517], [0.970, 2.275, 6.195], [0.395, 1.583, 4.937], [-0.042, 2.537, 3.798], [0.690, 2.320, 2.453], [-0.238, 1.977, 1.262], [0.304, 0.792, 0.456], [-0.418, 0.587, -0.891], [0.561, 0.711, -2.079], [-0.189, 0.776, -3.385], [-1.083, 1.551, -3.562], [0.169, -0.107, -4.369], [1.181, 0.445, -5.255], [1.356, -0.522, -6.407], [2.526, -0.130, -7.335], [2.038, 0.387, -8.687], [3.171, 0.438, -9.723], [2.631, 1.560, -11.031], [3.777, 1.244, -12.303], [4.159, 0.120, -12.817], [5.059, 0.440, -13.809], [5.142, 1.719, -13.839], [4.360, 2.307, -12.896], [1.890, -0.483, 12.143], [0.353, 0.371, 12.014], [1.852, 1.226, 11.682], [1.603, -1.190, 10.000], [0.197, -0.171, 9.788], [2.972, 1.029, 9.680], [2.399, 0.136, 8.287], [0.736, 2.340, 9.576], [2.027, 2.778, 8.477], [-0.547, 2.330, 7.699], [0.072, 0.721, 7.424], [2.047, 2.070, 6.231], [0.878, 3.359, 6.132], [1.135, 0.865, 4.580], [-0.471, 0.985, 5.236], [-1.117, 2.435, 3.653], [0.139, 3.561, 4.133], [1.289, 3.190, 2.181], [1.393, 1.494, 2.583], [-0.287, 2.840, 0.590], [-1.254, 1.771, 1.600], [1.363, 1.002, 0.269], [0.272, -0.112, 1.069], [-0.823, -0.428, -0.920], [-1.247, 1.281, -1.014], [1.162, 1.613, -1.951], [1.224, -0.154, -2.045], [0.824, 1.423, -5.584], [2.110, 0.542, -4.683], [1.502, -1.517, -5.985], [0.414, -0.557, -6.956], [3.144, 0.632, -6.860], [3.124, -1.027, -7.506], [1.647, 1.406, -8.575], [1.219, -0.215, -9.081], [3.376, -0.560, -10.108], [4.086, 0.800, -9.250], [5.729, 2.326, -14.504], [0.493, -5.409, -2.845], [0.648, -3.895, -2.940], [0.099, -3.144, -1.720], [-1.309, -3.025, -1.673], [-1.996, -4.134, -1.125], [0.066, -3.436, -4.203], [-0.535, -5.722, -3.033], [1.118, -5.897, -3.592], [0.789, -5.779, -1.861], [1.721, -3.679, -2.975], [0.471, -2.119, -1.764], [0.473, -3.585, -0.786], [-1.426, -4.596, -0.314], [-2.218, -4.887, -1.886], [-2.942, -3.768, -0.725], [0.250, -2.446, -4.343], [-0.946, -3.486, -4.113], [-4.840, 1.703, 2.414], [-4.357, 0.291, 2.099], [-5.314, -0.814, 2.567], [-5.286, -1.069, 3.958], [-6.095, -0.220, 4.749], [-3.004, 0.122, 2.636], [-4.716, 1.948, 3.469], [-4.264, 2.431, 1.843], [-5.894, 1.828, 2.155], [-4.291, 0.203, 1.010], [-5.008, -1.752, 2.095], [-6.342, -0.608, 2.240], [-7.018, 0.052, 4.228], [-5.563, 0.689, 5.041], [-6.355, -0.766, 5.655], [-2.632, -0.775, 2.335], [-3.079, 0.036, 3.647]],
  "energy_ev": -58076.9713,
  "homo_energy_ev": -9.1895,
  "lumo_ha": 0.0224
}



Calculated HOMO-LUMO gap, 0.3586, 0.3266, 0.3601 Ha (same order as the records).